A molecular structure, C36H38N3O2PtS. Source: the Open Molecules 2025 dataset; level of theory: ωB97M-V/def2-TZVPD.

Computed properties:
HOMO-LUMO gap (alpha / beta), eV: 6.2 / 6.3
Relative energy (zero: lowest compared OMol25 entry of this formula, charge and spin), kcal per mole: 64.2
Net charge: +1

```
81
C36H38N3O2PtS, DFT ωB97M-V/def2-TZVPD
Pt 1.286 -0.239 1.361
C 4.379 -3.512 -1.197
C 2.876 -3.565 -1.089
C 2.138 -4.538 -1.744
C 0.759 -4.589 -1.618
C -0.048 -5.653 -2.313
C 0.112 -3.643 -0.834
C 0.817 -2.635 -0.170
C 2.213 -2.638 -0.309
N 0.188 -1.605 0.619
C -1.277 -1.630 0.943
C -2.146 -1.463 -0.314
C -3.629 -1.503 0.076
C -3.932 -2.823 0.795
C -3.109 -2.918 2.083
C -3.431 -1.736 2.994
C -3.090 -0.445 2.257
C -3.946 -0.328 0.997
C -1.607 -0.449 1.861
C -1.616 -2.905 1.739
H 4.759 -4.304 -1.839
H 4.844 -3.623 -0.215
H 4.708 -2.557 -1.614
H 2.648 -5.277 -2.352
H 0.589 -6.322 -2.887
H -0.773 -5.209 -2.996
H -0.602 -6.254 -1.590
H -0.956 -3.719 -0.763
H 2.814 -1.909 0.222
H -1.949 -2.223 -1.063
H -1.903 -0.498 -0.770
H -4.228 -1.434 -0.834
H -3.708 -3.669 0.139
H -4.998 -2.877 1.032
H -3.337 -3.853 2.597
H -2.852 -1.807 3.919
H -4.488 -1.745 3.268
H -3.263 0.414 2.911
H -3.737 0.616 0.481
H -5.006 -0.327 1.261
H -0.993 -0.513 2.769
H -1.380 0.488 1.354
H -1.365 -3.806 1.193
H -1.012 -2.907 2.651
O 2.142 -0.518 2.833
N 7.955 2.174 -1.400
C 6.941 1.851 -0.971
C 5.666 1.446 -0.438
C 4.490 1.830 -1.071
C 3.294 1.415 -0.529
N 3.220 0.667 0.574
C 4.354 0.296 1.181
C 5.597 0.663 0.707
H 4.510 2.431 -1.968
H 2.358 1.657 -1.013
H 4.230 -0.302 2.073
H 6.492 0.346 1.221
O 0.196 1.689 0.577
S 0.593 3.090 0.145
C -0.560 4.173 0.950
C -1.891 3.805 1.065
C -2.766 4.665 1.697
C -2.307 5.881 2.197
C -0.972 6.234 2.077
C -0.084 5.369 1.455
C -0.008 3.225 -1.529
C -0.535 2.106 -2.144
C -0.970 2.204 -3.457
C -0.868 3.411 -4.132
C -0.327 4.525 -3.500
C 0.112 4.435 -2.193
H -2.229 2.855 0.667
H -3.808 4.397 1.800
H -2.997 6.552 2.689
H -0.619 7.174 2.476
H 0.966 5.620 1.374
H -0.607 1.176 -1.595
H -1.389 1.339 -3.951
H -1.208 3.486 -5.155
H -0.248 5.464 -4.030
H 0.529 5.302 -1.693
```


A molecular structure, C36H39As2CuF4N2O8PS2. Source: the Open Molecules 2025 dataset; level of theory: ωB97M-V/def2-TZVPD.

Computed properties:
HOMO-LUMO gap (alpha / beta), eV: 7.2 / 6.2
Relative energy (zero: lowest compared OMol25 entry of this formula, charge and spin), kcal per mole: 9.9
⟨S²⟩: 0.7540
Spin multiplicity: 2

```
95
C36H39As2CuF4N2O8PS2, DFT ωB97M-V/def2-TZVPD
Cu -0.665 1.704 0.180
C 0.752 2.640 2.733
N -0.574 2.605 2.088
C -1.113 3.969 1.994
C -1.474 1.696 2.821
C -2.810 1.577 2.111
N -2.576 1.547 0.665
C -3.588 2.049 -0.119
C -3.320 2.621 -1.370
F -2.027 2.723 -1.753
C -4.295 3.101 -2.214
F -3.915 3.631 -3.385
C -5.631 3.059 -1.869
C -5.927 2.495 -0.647
F -7.206 2.388 -0.256
C -4.953 1.997 0.199
F -5.368 1.371 1.320
H 0.648 3.042 3.748
H 1.413 3.280 2.155
H 1.166 1.638 2.779
H -1.201 4.401 2.997
H -2.089 3.962 1.514
H -0.435 4.577 1.398
H -1.619 2.057 3.848
H -0.969 0.730 2.877
H -3.450 2.423 2.378
H -3.310 0.677 2.479
H -6.400 3.439 -2.524
C -2.755 -4.517 -2.279
O -3.446 -4.549 -1.023
C -2.985 -3.910 0.063
O -3.690 -3.800 1.030
C -1.632 -3.245 0.031
C -0.486 -3.916 -0.061
As 1.380 -3.242 -0.394
C 2.296 -4.072 1.136
C 0.708 -1.609 0.486
C -0.154 -0.856 -0.217
As -1.992 -1.269 0.464
C -3.020 -1.016 -1.185
C -0.128 -0.798 -1.721
O 0.038 -1.704 -2.495
O -0.495 0.440 -2.063
C -0.709 0.715 -3.466
C 0.661 -1.527 1.990
O 1.057 -0.547 2.575
O 0.168 -2.607 2.583
C 0.071 -2.555 4.017
C -0.410 -5.408 -0.103
O 0.539 -5.998 -0.567
O -1.462 -6.012 0.448
C -1.450 -7.447 0.386
H -2.958 -5.469 -2.762
H -1.682 -4.381 -2.167
H -3.157 -3.710 -2.890
H 3.057 -4.729 0.721
H 1.623 -4.650 1.763
H 2.778 -3.304 1.740
H -2.593 -1.588 -2.006
H -3.070 0.035 -1.454
H -4.028 -1.370 -0.968
H -1.702 0.359 -3.739
H 0.049 0.211 -4.058
H -0.626 1.789 -3.568
H -0.035 -3.586 4.339
H -0.813 -1.984 4.295
H 0.958 -2.101 4.450
H -2.425 -7.759 0.744
H -0.662 -7.841 1.024
H -1.284 -7.782 -0.635
S 2.329 2.881 -3.630
P 2.563 2.682 -1.702
S 0.947 3.137 -0.523
C 3.913 3.741 -1.071
C 5.169 3.558 -1.650
C 6.250 4.315 -1.232
C 6.088 5.270 -0.234
C 4.842 5.463 0.339
C 3.756 4.697 -0.075
C 3.182 1.045 -1.204
C 3.540 0.106 -2.163
C 4.136 -1.088 -1.774
C 4.381 -1.339 -0.432
C 4.008 -0.407 0.532
C 3.401 0.777 0.149
H 5.293 2.827 -2.440
H 7.221 4.165 -1.687
H 6.933 5.865 0.089
H 4.711 6.210 1.111
H 2.782 4.847 0.371
H 3.367 0.335 -3.208
H 4.416 -1.820 -2.522
H 4.856 -2.265 -0.133
H 4.204 -0.600 1.580
H 3.115 1.510 0.895
```


5 unconnected molecules or ions with the total composition C36H39B2Cl2O21. Source: the Open Molecules 2025 dataset; level of theory: ωB97M-V/def2-TZVPD.

Computed properties:
HOMO-LUMO gap, eV: 5.0
Net charge: -1

```
100
C36H39B2Cl2O21, DFT ωB97M-V/def2-TZVPD
C 2.438 -0.474 4.947
C 1.195 -1.425 4.460
O 1.613 -2.527 3.530
C 0.930 -2.183 2.272
C 1.170 -3.237 1.040
O -0.049 -3.151 0.169
C 0.255 -2.439 -1.084
C 0.669 -0.854 -0.873
O -0.126 -0.045 0.109
B -1.040 0.998 -0.477
C -2.441 0.673 0.319
Cl -3.437 -0.867 -0.081
C -2.994 1.550 1.422
C -4.391 1.184 2.258
Cl -2.140 3.146 1.969
O -0.938 0.637 -1.936
C 0.474 0.185 -2.165
B 1.637 1.389 -2.049
O 2.586 1.477 -0.884
C 1.807 2.603 -3.175
C 2.731 3.823 -2.499
H 3.431 -0.624 4.345
H 2.108 0.661 4.784
H 2.564 -0.588 6.119
H 0.403 -0.696 3.945
H 0.624 -1.865 5.410
H 1.401 -1.145 1.917
H -0.252 -2.082 2.396
H 1.284 -4.323 1.462
H 2.146 -2.986 0.411
H -0.675 -2.498 -1.826
H 1.146 -3.019 -1.625
H 1.784 -0.970 -0.466
H -0.588 2.023 -0.126
H -4.023 0.585 3.215
H -5.178 0.606 1.613
H -4.796 2.229 2.665
H 0.658 -0.468 -3.140
H 2.024 1.766 -0.083
H 0.722 3.086 -3.284
H 2.231 2.225 -4.198
H 2.103 4.420 -1.707
H 2.944 4.570 -3.392
H 3.772 3.449 -2.116
C 4.729 -2.733 -4.067
C 4.496 -1.844 -3.100
C 5.180 -1.939 -1.780
O 4.960 -1.096 -0.918
C 6.105 -3.062 -1.563
C 6.335 -3.953 -2.529
C 5.672 -3.843 -3.857
O 5.918 -4.667 -4.732
O 7.201 -5.013 -2.330
O 3.609 -0.800 -3.289
H 4.240 -2.675 -5.031
H 6.582 -3.130 -0.593
H 7.199 -5.514 -3.175
H 3.615 -0.297 -2.446
C -7.498 2.167 5.381
C -8.757 2.177 5.823
C -9.373 0.965 6.433
O -10.526 1.010 6.847
C -8.558 -0.258 6.509
C -7.300 -0.268 6.063
C -6.676 0.951 5.479
O -5.512 0.915 5.095
O -6.530 -1.415 6.129
O -9.537 3.315 5.732
H -7.038 3.041 4.937
H -9.023 -1.136 6.938
H -5.660 -1.167 5.746
H -10.405 3.069 6.120
C -0.777 8.104 0.020
C -0.730 6.796 0.276
C 0.491 6.163 0.847
O 0.498 4.961 1.089
C 1.659 7.021 1.098
C 1.613 8.329 0.839
C 0.383 8.966 0.294
O 0.365 10.174 0.083
O 2.708 9.141 1.070
O -1.816 5.979 0.019
H -1.659 8.578 -0.393
H 2.546 6.545 1.497
H 2.425 10.043 0.805
H -1.534 5.078 0.289
C -0.179 -6.298 -6.056
C 0.322 -7.184 -5.192
C 1.575 -6.905 -4.438
O 2.001 -7.730 -3.637
C 2.265 -5.630 -4.694
C 1.765 -4.747 -5.560
C 0.498 -5.014 -6.294
O 0.054 -4.174 -7.070
O 2.409 -3.548 -5.808
O -0.307 -8.394 -4.966
H -1.090 -6.487 -6.609
H 3.184 -5.448 -4.153
H 1.851 -3.084 -6.469
H 0.248 -8.856 -4.300
```


A molecular structure, C36H39BaBr2ClN2O8P2. Source: the Open Molecules 2025 dataset; level of theory: ωB97M-V/def2-TZVPD.

Computed properties:
HOMO-LUMO gap, eV: 3.0
Relative energy (zero: lowest compared OMol25 entry of this formula, charge and spin), kcal per mole: 168.2
Net charge: -2

```
91
C36H39BaBr2ClN2O8P2, DFT ωB97M-V/def2-TZVPD
Ba -0.366 -0.848 -0.184
Br 1.887 0.974 -0.144
C 3.701 -2.613 0.260
Br 4.371 -1.801 1.977
H 2.678 -2.220 0.160
H 4.291 -2.110 -0.517
N -0.425 3.591 -0.469
C -1.667 3.885 -1.131
C -2.521 2.627 -1.298
C -1.896 1.558 -2.200
O -2.411 1.406 -3.330
O -0.930 0.877 -1.752
H -0.493 3.116 0.418
H 0.244 4.341 -0.431
H -1.422 4.283 -2.122
H -2.302 4.640 -0.630
H -3.479 2.923 -1.732
H -2.692 2.179 -0.315
O -0.025 -2.604 -1.454
P -1.293 -3.265 -1.033
C -1.756 -2.728 0.700
P -2.958 -1.322 0.768
O -2.292 -0.014 0.490
C -4.434 -1.566 -0.263
C -4.818 -0.540 -1.115
C -6.062 -0.584 -1.729
C -6.920 -1.645 -1.491
C -6.537 -2.674 -0.636
C -5.303 -2.630 -0.018
C -3.856 -1.383 2.340
C -3.892 -2.480 3.190
C -4.678 -2.452 4.330
C -5.427 -1.325 4.628
C -5.390 -0.225 3.783
C -4.613 -0.255 2.639
C -2.588 -2.910 -2.230
C -2.453 -1.728 -2.961
C -3.349 -1.455 -3.984
C -4.347 -2.368 -4.288
C -4.487 -3.540 -3.550
C -3.614 -3.812 -2.513
C -1.018 -5.040 -0.890
C -1.320 -5.950 -1.898
C -0.957 -7.280 -1.760
C -0.267 -7.702 -0.631
C 0.080 -6.788 0.354
C -0.294 -5.461 0.226
H -0.803 -2.355 1.220
H -2.163 -3.572 1.259
H -4.138 0.282 -1.312
H -6.350 0.216 -2.400
H -7.888 -1.680 -1.978
H -7.206 -3.504 -0.447
H -5.016 -3.420 0.667
H -3.285 -3.354 2.991
H -4.682 -3.304 4.999
H -6.019 -1.294 5.534
H -5.957 0.665 4.022
H -4.567 0.607 1.984
H -1.662 -1.008 -2.754
H -3.249 -0.511 -4.504
H -5.039 -2.162 -5.096
H -5.288 -4.235 -3.776
H -3.744 -4.705 -1.914
H -1.820 -5.621 -2.798
H -1.201 -7.986 -2.544
H 0.025 -8.740 -0.533
H 0.655 -7.099 1.215
H 0.015 -4.750 0.984
N 1.537 1.365 -3.444
C 1.475 0.021 -3.795
C 2.511 -0.866 -3.480
C 2.467 -2.182 -3.907
C 1.401 -2.650 -4.666
C 0.367 -1.776 -4.978
C 0.395 -0.459 -4.547
H 0.628 1.701 -3.146
H 2.175 1.509 -2.666
H 3.336 -0.516 -2.870
H 3.266 -2.855 -3.619
H 1.365 -3.685 -4.987
H -0.484 -2.128 -5.553
H -0.428 0.214 -4.763
O -1.119 -1.117 3.193
Cl -1.358 0.099 4.107
O -2.265 -0.374 5.099
O -0.119 0.499 4.656
O -1.948 1.108 3.303
C 0.347 -1.417 2.528
H 1.029 -0.822 3.133
H 0.440 -2.440 2.928
```


A molecular structure, C36H39ClOsP2. Source: the Open Molecules 2025 dataset; level of theory: ωB97M-V/def2-TZVPD.

Computed properties:
HOMO-LUMO gap (alpha / beta), eV: 5.9 / 6.2
Relative energy (zero: lowest compared OMol25 entry of this formula, charge and spin), kcal per mole: 113.1
⟨S²⟩: 6.0400
Net charge: +2
Spin multiplicity: 5

```
79
C36H39ClOsP2, DFT ωB97M-V/def2-TZVPD
Os 0.391 -0.526 0.871
C -1.070 -3.331 0.562
C -1.426 -2.415 -0.411
C -2.827 -1.782 -0.494
C -3.073 -0.863 0.722
C -1.761 -0.386 1.426
C -0.933 -1.025 2.398
C -1.184 -2.406 3.034
C -1.794 -3.415 1.914
C 1.079 2.420 0.238
H -0.603 -4.329 0.215
H -0.907 -2.489 -1.398
H -3.654 -2.522 -0.587
H -2.950 -1.186 -1.416
H -3.581 0.072 0.400
H -3.874 -1.272 1.384
H -2.064 0.613 1.790
H -0.359 -0.368 3.077
H -1.793 -2.267 4.000
H -0.185 -2.829 3.375
H -1.705 -4.453 2.311
H -2.881 -3.220 1.761
H 1.310 1.620 0.963
H 1.271 3.358 0.718
H 1.641 2.279 -0.696
P 0.996 -1.102 -1.275
P -0.699 2.208 0.113
C -0.462 -0.125 -1.779
C -1.123 0.964 -1.183
C 1.825 -1.148 -2.960
C 1.189 -1.786 -4.052
C 1.899 -2.023 -5.240
C 3.225 -1.558 -5.366
C 3.836 -0.828 -4.328
C 3.114 -0.593 -3.154
C 1.584 -3.060 -0.475
C 1.313 -3.235 0.896
C 2.222 -3.859 1.779
C 3.281 -4.554 1.187
C 3.448 -4.542 -0.226
C 2.639 -3.750 -1.096
C -1.067 3.720 -0.812
C -0.511 3.834 -2.104
C -0.507 5.087 -2.704
C -1.019 6.178 -1.955
C -1.483 6.055 -0.623
C -1.471 4.801 -0.026
C -1.267 2.534 1.858
C -0.459 2.607 3.031
C -1.054 2.675 4.304
C -2.471 2.688 4.407
C -3.294 2.613 3.268
C -2.699 2.606 1.988
H -0.826 -0.453 -2.766
H -2.002 1.456 -1.656
H 0.160 -2.144 -3.938
H 1.412 -2.594 -6.044
H 3.785 -1.764 -6.282
H 4.867 -0.459 -4.413
H 3.562 -0.025 -2.335
H 0.724 -2.515 1.512
H 2.141 -3.661 2.850
H 4.042 -5.046 1.817
H 4.284 -5.072 -0.706
H 2.870 -3.630 -2.194
H -0.008 2.999 -2.588
H -0.048 5.229 -3.696
H -0.970 7.186 -2.393
H -1.759 6.930 -0.012
H -1.661 4.695 1.046
H 0.636 2.678 2.972
H -0.426 2.728 5.213
H -2.964 2.746 5.382
H -4.400 2.537 3.323
H -3.331 2.497 1.073
Cl 3.517 0.764 -0.172
C 2.469 -0.136 1.177
H 3.012 -1.077 1.171
H 2.863 0.444 2.030
```